C6H8LiLuO6 | the ωB97M-V functional and the def2-TZVPD basis

The multiplicity is 2. Its net charge is +1. The largest force on an atom is 3.3 eV/Å. As for the highest occupied orbital energy (alpha / beta): -0.3817 / -0.3809 Eh.

Last column: natural (NBO) charge in e.
Atoms and positions in Å:
O 0.3728 -1.4823 -1.0525  -0.8060
O 1.6210 -1.4856 0.8271  -0.4897
C 2.6629 -0.6596 1.3294  -0.1064
C 3.0304 0.1751 0.1142  -0.1080
O 1.7749 0.2820 -0.5715  -0.7147
C 0.8967 -0.7956 -0.1262  0.7429
H 2.2859 -0.0314 2.1509  0.1808
H 3.4771 -1.2977 1.6864  0.2381
H 3.7467 -0.3363 -0.5410  0.2231
H 3.3955 1.1771 0.3642  0.1863
O -0.5437 1.2978 0.3784  -0.8620
O -3.1213 -1.4375 -0.9079  -1.0061
C -3.3147 -0.2143 -0.3236  -0.0598
C -2.7344 -0.1364 1.0927  -0.1210
O -1.3711 -0.6420 1.0875  -0.4493
C -0.3960 0.0912 0.6207  0.7422
H -2.8627 0.6146 -0.9169  0.0948
H -4.3870 0.0665 -0.2047  0.1622
H -3.2599 -0.8115 1.7778  0.2195
H -2.7437 0.8878 1.4874  0.1850
Li -1.4383 -2.0798 -0.9121  0.9384
Lu 0.8568 2.4196 -0.9987  1.8098

Atoms 1-3, force components in eV/Å:
0.1 0.8 0.5
0.6 0.2 0.0
-0.2 -0.1 0.3